The following is a quantum chemistry calculation of a molecular structure, C21H34As2N5O3SV, from the Open Molecules 2025 dataset.

- Total charge: +4
- E_HOMO (alpha / beta): -0.7244 / -0.7244 Ha

Geometry as XYZ:
```
67
Properties=species:S:1:pos:R:3:forces:R:3
C -2.743 2.985 -1.315 -0.1 -0.1 0.1
C 2.294 -2.398 1.841 0.1 0.0 0.0
H -5.329 2.157 0.457 0.0 0.0 0.0
C 1.360 -4.244 -0.502 -0.1 0.1 -0.1
H -4.702 0.100 0.528 0.0 0.0 0.0
H 0.434 -4.788 2.541 0.0 0.0 0.0
C -2.953 0.841 -0.212 0.5 -0.2 0.1
C 3.431 -3.174 2.019 0.0 0.0 0.1
C 4.300 -1.503 3.533 0.0 0.0 0.0
H -5.167 -1.875 1.461 0.0 0.0 0.0
H -3.947 -3.038 1.746 0.0 0.0 0.0
C 0.474 1.766 -4.465 -0.1 -0.1 0.0
O 0.845 -1.095 -1.250 0.3 0.0 -0.5
C -0.260 -4.075 2.094 0.0 -0.1 0.0
C 2.177 -1.170 2.489 0.1 0.0 0.0
H 2.507 3.372 -6.369 0.0 0.0 0.0
H -0.327 0.217 -3.236 0.0 0.0 0.0
H 0.825 3.357 1.003 0.0 0.0 0.0
N -3.536 1.913 -0.668 -0.2 0.2 -0.1
C 1.539 3.554 -5.895 0.0 -0.1 0.1
H -1.035 -4.639 1.573 0.0 0.0 0.0
C 1.325 1.298 -2.293 0.0 0.2 -0.2
H 0.526 -4.510 -1.147 0.0 -0.1 0.0
C 4.436 -2.714 2.867 0.0 0.0 0.0
H 3.093 3.796 -3.697 0.0 0.0 0.0
H 0.755 3.291 -6.600 0.0 0.0 0.0
H 2.183 1.834 2.176 0.0 0.1 0.0
H -1.168 1.409 -0.776 0.0 0.0 0.1
C -5.011 2.083 -0.585 0.2 0.0 0.0
H 2.168 -3.805 -1.082 0.0 0.0 0.0
N -3.720 -0.114 0.411 -0.1 0.1 0.0
H 1.702 -5.127 0.040 0.0 -0.1 -0.1
C 2.297 2.311 -2.402 -0.1 0.0 -0.2
N -1.997 -1.670 0.748 -0.3 -0.2 -0.1
C -0.537 -0.297 3.680 -0.1 0.0 0.0
H 3.553 -4.127 1.521 0.0 0.0 0.0
H 3.092 0.233 3.866 0.0 0.0 0.0
H 3.013 2.492 -1.612 0.0 0.0 0.0
O 2.632 0.448 -0.182 -0.1 0.1 0.1
H -0.785 -1.339 3.857 0.0 0.0 0.0
H -1.434 0.306 3.561 0.0 0.0 0.0
V -0.373 -0.806 -0.022 -0.5 -0.1 0.3
H -5.514 1.269 -1.107 0.0 0.0 0.0
H 1.489 4.624 -5.686 0.0 0.0 0.0
N -1.614 0.619 -0.318 -0.4 0.1 -0.1
As 0.623 -0.122 2.162 0.2 0.3 0.2
C 0.394 1.021 -3.311 0.1 0.2 0.0
H -2.361 2.643 -2.277 0.0 0.0 0.0
C 1.094 1.796 2.141 0.0 0.0 0.0
H 0.053 0.080 4.518 -0.1 0.0 0.1
H 5.084 -1.161 4.196 0.0 0.0 0.0
H -5.273 3.013 -1.077 0.0 0.0 0.0
H 5.329 -3.309 3.009 0.0 0.0 0.0
H -1.935 3.305 -0.657 0.0 0.0 0.0
O 0.559 2.425 0.997 0.0 -0.1 -0.1
H -0.681 -3.470 2.896 0.0 0.0 0.0
H -3.397 3.834 -1.480 0.0 0.0 0.0
S 1.361 0.422 -0.843 0.2 -0.3 0.1
H 0.658 2.193 3.060 0.1 0.0 0.1
N -4.186 -2.118 1.403 -0.1 0.0 0.0
C 3.168 -0.715 3.346 0.1 -0.1 0.0
H -0.199 1.551 -5.285 0.0 0.0 0.0
C 2.338 3.030 -3.575 0.1 0.1 0.1
C 1.443 2.775 -4.624 0.0 0.1 -0.2
C -3.283 -1.327 0.862 0.3 0.0 -0.1
As 0.784 -3.022 0.858 0.0 0.1 0.3
H -1.872 -2.614 1.094 0.0 0.0 0.0
```
Forces are in eV/Å.

These are the Löwdin partial charges, in e, on atoms 1 to 5: 0.0449, -0.4031, 0.1211, -0.1898, 0.1562

=====

The following is a quantum chemistry calculation of a molecular structure, C38H29BrIMoN7OS2 at a distorted geometry, from the Open Molecules 2025 dataset.

- Total charge: +2
- Multiplicity: 3
- E_HOMO (alpha / beta): -0.4749 / -0.4726 Ha

Geometry as XYZ:
```
80
Properties=species:S:1:pos:R:3:forces:R:3
N -5.149 1.213 7.018 0.5 -0.2 -0.7
C -5.520 0.323 6.082 0.1 0.4 0.4
C 1.745 1.849 -6.024 -0.2 0.1 0.3
H -2.245 2.201 5.610 -0.2 -0.1 0.0
C 1.594 0.389 -1.451 0.2 -0.2 0.2
C -3.813 -0.601 -2.712 -0.4 0.0 0.1
C 1.181 2.596 0.424 -0.6 -0.1 -0.1
C 1.707 -6.432 -3.062 0.0 0.0 0.0
H 1.403 0.912 -6.457 -0.1 -0.1 0.1
H 0.602 -5.501 -4.656 0.0 0.0 0.0
C -3.049 -0.272 -0.172 0.8 0.2 0.6
H 0.858 -1.257 -2.653 0.0 -0.2 0.0
H 2.702 -1.099 -4.301 0.0 0.0 0.0
Br -0.933 -3.310 -3.573 0.0 0.0 0.1
N -0.028 2.020 -0.191 0.7 -0.3 0.6
H 2.814 1.821 -5.850 0.0 0.0 0.1
H -4.413 0.213 2.220 0.1 0.0 0.1
H -1.702 -0.536 -3.141 0.1 0.0 -0.1
C 3.417 3.784 1.545 0.0 -0.1 -0.1
C 0.860 0.069 2.444 -0.6 0.1 -0.3
O 1.140 2.043 -4.697 0.5 0.2 -0.5
C -0.149 2.080 -4.609 0.2 -0.5 -0.2
C 2.011 -6.417 -1.710 0.0 0.0 0.1
H 1.487 2.683 -6.671 0.0 0.0 0.0
C 1.045 3.423 1.525 -0.2 0.0 0.1
C 1.714 0.191 3.519 0.4 0.0 0.4
C -4.366 -0.440 -0.514 -0.7 -0.1 -0.4
N 3.001 -0.144 3.453 -0.3 0.0 -0.2
C -2.741 0.479 3.559 -0.3 0.0 0.2
N -1.198 0.013 1.324 -0.4 -0.1 0.3
C 2.652 -0.402 -3.473 -0.1 0.1 0.1
C -2.469 -0.485 -2.388 0.1 0.0 0.4
C -4.770 0.051 4.945 -0.3 -0.2 0.0
H 2.051 4.680 2.948 0.0 -0.1 -0.1
H 4.295 4.258 1.967 -0.1 -0.1 0.0
H -5.112 -0.704 4.239 0.0 0.2 0.2
H -3.693 2.567 7.586 -0.1 -0.1 -0.1
I -0.192 -3.146 -0.076 -0.2 0.3 0.4
N 1.315 -0.304 1.231 0.5 -0.5 0.4
S -0.966 2.224 -3.164 -0.3 0.3 -0.1
C -1.357 0.490 3.634 0.2 0.2 0.6
C 2.427 2.336 -0.138 0.2 -0.3 -0.4
C 0.603 -4.509 -1.432 -0.1 0.2 -0.3
C -3.333 0.211 2.316 -0.6 0.1 0.4
C 1.462 -5.445 -0.883 0.1 -0.2 -0.1
C 3.416 -0.638 2.288 0.1 0.1 0.3
C -3.168 1.635 5.720 0.2 0.3 0.2
C 3.540 2.942 0.443 0.1 0.0 0.1
H -4.122 -0.710 -3.747 0.0 0.0 0.1
C 2.537 1.409 -1.308 0.0 0.1 0.2
C -0.609 0.248 2.506 0.5 -0.2 -0.4
N -2.083 -0.323 -1.120 -0.6 0.0 -0.3
C 3.542 1.505 -2.270 0.0 0.1 -0.1
H -0.831 2.393 0.293 -0.3 0.1 0.2
H 1.351 0.572 4.471 0.1 -0.1 -0.1
H 4.444 -0.978 2.230 -0.1 0.1 0.0
C -2.551 -0.013 1.223 0.4 -0.1 -1.0
C -3.983 1.851 6.823 -0.5 -0.3 0.2
H 4.269 2.313 -2.216 -0.1 -0.2 0.0
N -4.761 -0.603 -1.784 0.3 0.1 0.3
H -0.862 0.650 4.587 -0.1 0.0 -0.1
H 4.528 2.730 0.041 -0.2 0.1 0.0
C 0.278 -4.525 -2.784 0.1 -0.1 0.1
C -3.573 0.723 4.761 0.2 -0.1 -0.4
H 2.673 -7.163 -1.285 0.0 0.1 -0.1
H 4.409 0.680 -4.055 -0.1 0.0 0.1
H 2.961 -1.071 0.232 0.1 0.0 -0.2
Mo -0.060 -0.232 -0.405 0.6 0.2 -0.9
C 0.844 -5.489 -3.602 0.0 -0.1 0.0
H -5.140 -0.456 0.247 0.0 0.0 -0.1
C 3.606 0.596 -3.328 0.1 0.1 0.1
H 2.137 -7.187 -3.708 0.0 0.0 0.0
H 1.695 -5.429 0.177 0.0 0.0 -0.2
H -6.461 -0.192 6.254 0.1 0.1 0.0
H 0.054 3.617 1.938 0.2 0.0 -0.1
H -0.090 2.360 -1.137 0.0 0.3 -0.6
S -1.267 1.857 -5.815 -0.2 0.1 -0.2
C 2.163 4.021 2.092 0.0 0.0 0.0
C 2.595 -0.710 1.177 -0.3 0.2 0.0
C 1.631 -0.497 -2.529 0.1 0.3 0.2
```
Forces are in eV/Å.

These are the Löwdin partial charges, in e, on atoms 1 to 5: 0.0921, -0.1011, -0.0180, 0.1182, -0.2822

=====

The following is a quantum chemistry calculation of 2 unconnected molecules or ions with the total composition C3H9NO2S2, from the Open Molecules 2025 dataset.

- E_HOMO: -0.3515 Ha
- Structure (SMILES): O=CNCCSS.O

Geometry as XYZ:
```
17
Properties=species:S:1:pos:R:3:forces:R:3
H 0.460 -0.203 -0.820 0.1 0.1 0.0
S 2.069 1.344 1.113 0.0 0.2 -0.1
H -5.305 4.512 -0.814 0.0 -0.1 -0.1
H 1.608 -0.836 1.961 0.0 -0.1 0.0
C 0.418 -0.619 0.185 -0.2 -0.5 0.3
N 0.109 -2.035 0.067 0.1 0.5 0.8
H -0.152 -2.526 0.908 -0.1 -0.1 -0.1
C -0.012 -2.676 -1.103 0.1 -0.2 -0.2
H 2.519 -0.930 0.453 0.3 -0.1 -0.2
H 4.657 1.381 0.879 0.0 0.0 0.0
O -0.423 -3.804 -1.235 0.0 -0.1 -0.2
O -5.655 4.298 -1.685 0.0 -0.2 0.0
H 0.354 -2.029 -1.916 -0.1 -0.2 -0.4
S 3.912 1.340 1.997 0.0 0.0 0.0
H -5.860 3.353 -1.663 0.1 0.3 0.1
H -0.409 -0.147 0.713 0.0 0.3 0.0
C 1.713 -0.424 0.959 -0.2 0.1 0.1
```
Forces are in eV/Å.

These are the Löwdin partial charges, in e, on atoms 1 to 5: 0.1131, 0.4116, 0.0304, 0.0740, -0.2796

=====

The following is a quantum chemistry calculation of 5 unconnected molecules or ions with the total composition H10O5 at a distorted geometry, from the Open Molecules 2025 dataset.

- E_HOMO: -0.3913 Ha
- Structure (SMILES): O.O.O.O.O

Geometry as XYZ:
```
15
Properties=species:S:1:pos:R:3:forces:R:3
O 1.231 2.235 -1.759 0.7 0.6 1.5
H -1.924 -0.481 0.214 -0.4 -0.1 0.0
O -2.002 -1.769 -0.904 -1.1 -3.0 -1.8
H 1.572 1.836 -0.942 0.1 0.8 0.0
H -0.275 0.519 1.667 0.5 0.0 -1.8
O -2.287 0.339 -0.127 -1.8 2.6 3.5
H -2.858 0.626 0.694 1.7 -0.4 -2.5
O 3.776 -1.322 0.264 2.0 -1.3 0.9
H -0.312 1.864 2.525 -0.1 -1.3 -0.6
H -2.632 -1.918 -1.665 0.9 0.3 1.4
H 1.006 1.438 -2.186 -0.7 -1.3 -1.5
O -0.494 0.897 2.486 -0.4 1.4 2.4
H 2.935 -0.996 0.104 -2.5 1.3 -0.8
H 3.566 -1.996 0.925 0.5 0.0 -0.1
H -1.303 -1.272 -1.296 0.7 0.5 -0.7
```
Forces are in eV/Å.

These are the Löwdin partial charges, in e, on atoms 1 to 5: -0.0340, -0.0209, -0.0757, 0.0356, -0.0232